No. 1
DFT (the ωB97M-V functional and the def2-TZVPD basis) results for a molecular structure, C24H44Cl3N4O3SSiSm at a distorted geometry.

```
81
Properties=species:S:1:pos:R:3
C 2.73342 -2.51465 -2.43238
C 2.16537 -1.65287 -3.50623
H 2.21602 -3.48215 -2.37295
H 2.67884 -2.04668 -1.44138
H 3.79387 -2.72996 -2.64188
C 2.09840 -2.09686 -4.78193
C 2.26829 -3.52673 -5.18194
H 2.04251 -1.37653 -5.60644
H 1.69369 -4.19979 -4.52757
H 3.31267 -3.87624 -5.19993
H 1.88365 -3.64727 -6.20184
Sm 1.08620 -0.02082 0.80950
Cl 2.21734 -0.27403 3.09479
Cl 3.27874 0.60200 -0.30490
C 0.30843 3.32881 0.97547
O 0.04294 2.07981 1.00404
N -0.60273 4.29910 0.86326
C -2.04786 4.00758 0.94247
C -0.20218 5.65320 0.43612
H 1.36119 3.66077 1.03674
H -2.28456 3.48421 1.88016
H -2.37837 3.37979 0.10138
H -2.57415 4.97136 0.90378
H 0.65748 6.03265 1.00691
H -1.04650 6.34056 0.57359
H 0.09129 5.67141 -0.62733
H -1.24388 -5.01385 3.79339
H -0.45588 -4.16952 0.16617
C -1.96187 -4.51727 3.11694
C -1.42319 -4.19559 0.67058
N -1.27955 -3.76169 2.05983
H -2.59734 -3.85232 3.72721
C -0.57384 -2.67121 2.31826
O 0.01977 -2.01653 1.41019
H -2.11451 -3.53520 0.13382
H -0.51150 -2.33921 3.36083
H -2.57078 -5.30581 2.65648
H -1.79561 -5.21807 0.66216
O 0.72803 -0.38483 -1.90274
C 1.67966 -0.28412 -3.01770
C 0.33770 0.19230 -5.10456
C 1.27452 0.63912 -4.17090
H -0.03618 -0.84268 -5.01977
C -0.08559 1.04773 -6.13967
H 2.53480 0.15245 -2.48939
C 1.89153 1.88765 -4.37339
H -0.88186 0.68113 -6.80107
C 0.50254 2.30420 -6.31515
C 1.50722 2.72547 -5.43187
H 2.68846 2.18493 -3.68941
H 0.16219 2.91585 -7.15432
H 1.99351 3.69490 -5.59534
Si -1.10140 -0.25057 -2.35315
Cl -1.21581 -2.19425 -3.21404
C -2.41696 0.23670 -3.75046
C -1.01327 1.72756 -2.38860
C -1.64241 -0.40081 -0.53585
H -2.42062 1.28972 -4.05506
H -3.38661 0.01280 -3.28913
H -2.29884 -0.32969 -4.67968
H -2.73479 -0.43292 -0.46328
H -1.35265 0.47603 0.08740
H -1.26480 -1.35175 -0.11995
H -0.66148 2.05088 -3.37648
H -0.35499 2.20493 -1.65456
H -2.02692 2.13880 -2.23975
S -0.93174 0.78037 4.01029
C -0.36009 0.44443 5.57992
N -0.23355 1.42803 6.50244
C 0.00551 1.25052 7.93485
C 0.78542 -0.02008 8.20218
C 0.21599 -1.17439 7.40454
N -0.01955 -0.78816 6.01942
H -0.52156 2.33284 6.15655
H -0.95973 1.19775 8.45769
H 0.53858 2.13515 8.30116
H 0.72474 -0.25773 9.26300
H 1.84190 0.11464 7.96283
H -0.72977 -1.48819 7.86580
H 0.89324 -2.03326 7.40675
H 0.05983 -1.48388 5.29308
```

Computed properties:
E_HOMO (alpha / beta) = -6.7 / -6.7 eV
multiplicity = 6
charge = 0
Kohn-Sham gap (alpha / beta) = 6.6 / 6.7 eV
LUMO level (alpha / beta) = -0.1 / 0.0 eV
energy = -4112.0460 Eh

No. 2
DFT (the ωB97M-V functional and the def2-TZVPD basis) results for a single C5H12N2O molecule at a distorted geometry.

```
20
Properties=species:S:1:pos:R:3
O -0.42107 0.33750 1.89587
C -0.33425 0.11305 0.71829
N 0.13050 -1.06921 0.11207
C 1.15992 -1.81129 0.87175
C -0.97499 -1.87431 -0.40570
C -0.49988 1.28116 -0.33439
C 0.87234 1.44998 -0.99603
N -0.94626 2.55336 0.13809
H 1.53656 -1.13329 1.62925
H 0.89180 -2.80203 1.25725
H 2.01203 -1.98271 0.21648
H -1.24498 -1.37709 -1.36410
H -1.88701 -1.86397 0.19739
H -0.73347 -2.91181 -0.61917
H -1.18413 0.90814 -1.11159
H 0.90107 2.30406 -1.68535
H 1.56996 1.68973 -0.18201
H 1.13708 0.68481 -1.71660
H -0.21177 3.01871 0.65946
H -1.77344 2.48523 0.71906
```

Computed properties:
E_HOMO = -8.9 eV
ΔE to the lowest compared entry with this formula, charge and spin = 44.3 kcal per mole
multiplicity = 1
SMILES = C[C@H](N)C(=O)N(C)C
charge = 0
Kohn-Sham gap = 9.8 eV
LUMO level = 0.9 eV
energy = -382.4319 Eh

No. 3
DFT (the ωB97M-V functional and the def2-TZVPD basis) results for a single C15H12N2S molecule at a distorted geometry.

```
30
Properties=species:S:1:pos:R:3
S -0.66750 2.64962 -3.57690
C -0.56188 1.43145 -2.47515
N -1.29061 1.52125 -1.32409
C -1.24094 0.59935 -0.43517
N -0.47637 -0.52042 -0.55418
C 0.31180 -0.71562 -1.67008
C 1.11085 -1.84650 -1.80667
C 1.87733 -2.00494 -2.94318
C 1.85474 -1.04289 -3.94769
C 1.06793 0.08071 -3.81651
C 0.28361 0.26510 -2.67759
H 1.03811 0.83966 -4.58320
H 2.45757 -1.17857 -4.83237
H 2.49724 -2.88226 -3.05057
H 1.12287 -2.58837 -1.02083
H -0.44703 -1.19727 0.19707
C -2.04602 0.72870 0.82536
C -1.14930 0.56209 2.02433
C -1.16187 -0.60639 2.77464
C -0.30161 -0.76040 3.84912
C 0.58477 0.25009 4.17758
C 0.60631 1.41679 3.43054
C -0.25425 1.57135 2.35926
H -0.23866 2.47843 1.77314
H 1.29575 2.20808 3.68404
H 1.25572 0.13009 5.01481
H -0.32551 -1.67108 4.42936
H -1.85852 -1.39721 2.52896
H -2.82972 -0.03332 0.82781
H -2.51480 1.71246 0.81817
```

Computed properties:
E_HOMO = -7.9 eV
multiplicity = 1
SMILES = S=c1nc(Cc2ccccc2)[nH]c2ccccc12
charge = 0
Kohn-Sham gap = 7.7 eV
LUMO level = -0.2 eV
energy = -1086.5238 Eh

No. 4
DFT (the ωB97M-V functional and the def2-TZVPD basis) results for 5 unconnected molecules or ions with the total composition C34H60BN3O7S at a distorted geometry.

```
106
Properties=species:S:1:pos:R:3
C -4.64658 -0.08342 5.50436
C -3.64832 -1.22958 4.80936
C -2.99033 -0.45411 3.48272
C -3.92691 -0.42251 2.13794
C -3.37339 0.36000 0.79998
C -1.88152 1.11782 0.75573
C -1.00653 1.02483 2.13405
C -1.50340 0.24233 3.52572
S 0.69308 1.83428 2.22091
C 1.09114 2.21426 0.42776
C 2.63321 2.63614 0.06327
C 3.12594 3.04609 -1.48202
N 4.54509 3.47778 -1.79135
C 4.60867 4.95514 -1.39557
C 5.91231 5.94297 -1.74388
O 3.58617 5.59963 -0.76618
C 5.57060 2.64757 -1.04887
C 6.47697 3.20544 0.19819
O 5.71911 1.36974 -1.45476
C 1.94485 2.94851 -2.66085
C 0.38984 2.51737 -2.26408
C -0.08577 2.14393 -0.70426
N -1.54066 1.82465 -0.52171
B -2.45894 2.98604 -0.84794
N -2.42809 4.20343 0.09555
O -3.33641 2.99534 -2.07227
H -5.16017 -0.46279 6.48688
H -5.49369 0.12310 4.68878
H -4.05233 0.93782 5.64062
H -4.35523 -2.07833 4.42495
H -2.81037 -1.60156 5.55357
H -4.98628 -0.92362 2.16891
H -4.06589 0.40313 -0.14375
H -0.79637 0.24668 4.45841
H 3.42188 2.65389 0.95051
H 5.42389 7.00816 -1.96746
H 6.55826 6.10221 -0.76455
H 6.51498 5.50789 -2.64849
H 6.86002 2.25995 0.80882
H 5.79625 3.81495 0.93540
H 7.37909 3.84263 -0.24610
H 2.23694 3.19670 -3.79043
H -0.36895 2.49477 -3.18407
H -2.37011 5.06177 -0.51610
H -3.33085 4.16864 0.62691
H -4.26912 3.01250 -1.70284
C -8.94070 0.59433 8.40426
C -8.75357 -0.49907 7.36455
O -7.61794 -1.32564 7.60788
C -7.60637 -2.04055 8.84153
C -8.77979 -2.99227 8.99967
H -8.04806 1.22935 8.45709
H -9.80334 1.21887 8.15023
H -9.10878 0.18418 9.40181
H -8.59714 -0.03071 6.38786
H -9.65442 -1.11242 7.27089
H -7.54832 -1.34100 9.68209
H -6.67714 -2.62065 8.85814
H -9.73725 -2.46617 8.99650
H -8.70061 -3.54089 9.94347
H -8.80063 -3.71402 8.17572
C 1.55430 -0.99985 -6.80218
C 2.09772 0.40979 -6.97287
O 2.31665 1.08735 -5.73793
C 3.24524 0.48433 -4.83948
C 4.64193 0.34146 -5.41960
H 0.61341 -0.98197 -6.23896
H 1.37197 -1.45943 -7.77905
H 2.24886 -1.64150 -6.25676
H 1.36565 1.00236 -7.53028
H 3.01327 0.40963 -7.57142
H 2.86090 -0.48022 -4.49136
H 3.29417 1.13325 -3.95813
H 4.65527 -0.30328 -6.30144
H 5.32037 -0.09022 -4.67704
H 5.03172 1.31918 -5.72356
C 3.41659 -1.06221 5.71824
C 2.08770 -0.84741 6.42494
O 1.04796 -1.69931 5.95031
C 1.26706 -3.10201 6.08287
C 1.46537 -3.54960 7.52094
H 3.30433 -0.91204 4.63765
H 4.16739 -0.36042 6.09578
H 3.80006 -2.07305 5.86903
H 1.75753 0.18046 6.24537
H 2.19610 -0.95087 7.50848
H 2.10634 -3.41371 5.45222
H 0.37710 -3.59713 5.67900
H 2.34638 -3.09023 7.97516
H 1.59056 -4.63595 7.56781
H 0.59959 -3.27018 8.13135
C 1.18873 -4.77699 -10.56015
C 2.62367 -4.76808 -11.06252
O 2.89372 -3.72069 -11.99104
C 2.70341 -2.38905 -11.51812
C 3.57660 -2.04080 -10.32483
H 0.48929 -4.86271 -11.40055
H 1.02779 -5.61969 -9.87993
H 0.93976 -3.86131 -10.02060
H 2.81732 -5.70929 -11.58635
H 3.33251 -4.72761 -10.23040
H 1.64489 -2.21485 -11.29800
H 2.95955 -1.72247 -12.34899
H 3.35977 -2.67252 -9.46029
H 3.41846 -0.99911 -10.02835
H 4.63501 -2.17762 -10.57245
```

Computed properties:
E_HOMO = -7.1 eV
ΔE to the lowest compared entry with this formula, charge and spin = 488.7 kcal per mole
multiplicity = 1
SMILES = CCc1ccc2c(c1)Sc1cc(N(C(C)=O)C(C)=O)ccc1N2B(N)O.CCOCC.CCOCC.CCOCC.CCOCC
charge = 0
Kohn-Sham gap = 6.9 eV
LUMO level = -0.2 eV
energy = -2444.7663 Eh

No. 5
DFT (the ωB97M-V functional and the def2-TZVPD basis) results for a molecular structure, C11H7N3O2S at a distorted geometry.

```
24
Properties=species:S:1:pos:R:3
O -1.75776 0.76969 4.33972
O -3.25085 -2.64027 2.18343
N 3.93270 2.53129 -2.25543
S 0.45130 1.63078 1.87849
C -1.87144 0.27381 3.24779
C -2.57259 -1.66949 2.23703
C 0.27556 -0.12850 0.24719
C -0.95996 0.60274 2.14632
C 1.07043 0.94236 0.42052
C -0.86348 -0.39672 1.15511
C 3.74485 1.19541 -2.22312
C 3.16529 3.31502 -1.40576
C 2.90116 0.54698 -1.30972
C 2.27929 2.78921 -0.45360
C 2.11992 1.39716 -0.47154
N -2.62002 -0.77302 3.22682
N -1.67081 -1.43828 1.14647
H 0.32873 -0.87556 -0.60386
H 4.32988 0.66298 -2.95450
H 3.28777 4.37156 -1.50801
H 2.93924 -0.57474 -1.40198
H 1.69467 3.48828 0.13229
H -2.87496 -1.07698 4.21004
H -1.37868 -2.24347 0.71656
```

Computed properties:
E_HOMO = -8.8 eV
ΔE to the lowest compared entry with this formula, charge and spin = 41.4 kcal per mole
multiplicity = 1
charge = 0
Kohn-Sham gap = 8.1 eV
LUMO level = -0.6 eV
energy = -1136.2936 Eh